A 15-piece molecular cluster, C33H78N9O27 overall in a non-equilibrium geometry, computed with ωB97M-V/def2-TZVPD.

As for the lowest unoccupied orbital energy: -9.0 eV. As for the net charge: +3. The gap between HOMO and LUMO comes out at 2.4 eV. The calculation puts the relative energy (zero: lowest compared OMol25 entry of this formula, charge and spin) at 424.5 kJ/mol.

CARTESIAN COORDINATES (ANGSTROEM)
C1 -1.7286 -6.6262 -2.4363
C2 -1.2983 -5.4813 -1.4737
O1 -1.6594 -5.4428 -0.3180
N1 -0.2414 -4.5266 -2.1312
H1 0.6440 -4.8244 -1.7472
H2 -0.1193 -4.7290 -3.1131
C3 -0.3553 -2.9936 -1.9257
H3 -0.8971 -7.1388 -2.9201
H4 -2.2968 -6.1474 -3.2337
H5 -2.2989 -7.4097 -1.9371
H6 -1.2198 -2.6497 -2.4936
H7 0.6004 -2.6200 -2.2935
H8 -0.5165 -2.8343 -0.8596
C4 -2.2993 6.9188 -0.1986
C5 -0.9806 6.8633 -0.9069
O2 0.0177 7.4767 -0.6289
N2 -0.9890 5.9760 -2.1339
H9 -1.8332 5.4437 -1.9787
H10 -0.9890 6.5934 -2.9332
C6 0.2597 5.1003 -2.1916
H11 -2.4329 7.9146 0.2240
H12 -2.2593 6.1941 0.6147
H13 -3.2064 6.6596 -0.7447
H14 -0.0895 4.2770 -2.8148
H15 0.7107 4.8328 -1.2359
H16 1.0365 5.6290 -2.7440
C7 1.3445 -3.2462 1.7455
C8 0.7069 -2.8157 3.0646
O3 -0.2436 -2.0179 3.0990
N3 1.1878 -3.5113 4.3123
H17 2.1559 -3.7625 4.1723
H18 1.1889 -2.8987 5.1153
C9 0.3132 -4.8359 4.4848
H19 1.0260 -2.6162 0.9150
H20 0.9492 -4.2064 1.4142
H21 2.4345 -3.2590 1.7457
H22 0.3529 -5.5206 3.6376
H23 -0.6828 -4.4242 4.6483
H24 0.5748 -5.3040 5.4338
C10 -2.4100 1.0518 2.3229
C11 -3.0912 2.0594 1.3391
O4 -3.6153 3.0821 1.6882
N4 -3.0588 1.6695 -0.1646
H25 -2.9710 2.5051 -0.7252
H26 -2.2375 1.1150 -0.3597
C12 -4.2235 0.7605 -0.5214
H27 -2.5849 0.0054 2.0728
H28 -2.6998 1.2620 3.3525
H29 -1.3732 1.3814 2.2569
H30 -4.0914 -0.2467 -0.1260
H31 -4.2737 0.8996 -1.6014
H32 -5.1333 1.1782 -0.0902
C13 3.5755 0.7109 8.2587
C14 2.3371 1.1474 7.4374
O5 1.4246 1.8782 7.8669
N5 2.4094 0.7003 5.9761
H33 3.1128 1.2326 5.4841
H34 2.7413 -0.2533 5.9531
C15 1.1446 0.9708 5.1413
H35 4.2443 1.5533 8.4352
H36 4.0553 -0.2189 7.9532
H37 3.1516 0.5684 9.2527
H38 1.4161 0.9882 4.0858
H39 0.8956 1.9961 5.4149
H40 0.4120 0.2170 5.4296
C16 -7.4164 -1.7384 -0.3147
C17 -7.0884 -3.0994 0.3221
O6 -7.7272 -3.5670 1.2593
N6 -5.7060 -3.5792 0.0709
H41 -5.6699 -4.5596 -0.1691
H42 -5.3551 -3.1748 -0.7855
C18 -4.7115 -3.1174 1.1825
H43 -6.7651 -0.8989 -0.0717
H44 -8.4229 -1.3699 -0.1165
H45 -7.3460 -1.9714 -1.3772
H46 -3.7776 -3.6769 1.2366
H47 -5.1982 -3.2494 2.1488
H48 -4.5114 -2.0612 1.0023
C19 0.1805 4.3007 1.8573
C20 0.6753 5.6484 2.5542
O7 0.0575 6.6897 2.5403
N7 2.1091 5.6972 3.1347
H49 2.5946 4.8676 2.8246
H50 2.7411 6.3674 2.7205
C21 2.2560 5.9456 4.6628
H51 -0.9005 4.3609 1.7314
H52 0.4148 3.4490 2.4959
H53 0.5614 4.0590 0.8650
H54 1.9843 6.9621 4.9474
H55 3.2867 5.7214 4.9377
H56 1.6153 5.2994 5.2628
C22 4.2665 -3.2647 -5.2095
C23 3.5397 -2.1324 -5.9100
O8 4.1703 -1.3632 -6.6056
N8 2.0410 -2.0020 -5.5571
H57 1.5155 -1.7133 -6.3699
H58 1.6579 -2.9210 -5.3878
C24 1.8482 -1.0580 -4.3478
H59 4.0136 -3.3168 -4.1505
H60 5.3261 -3.0150 -5.2657
H61 4.1065 -4.2150 -5.7187
H62 2.6084 -1.3041 -3.6064
H63 0.8110 -1.1175 -4.0181
H64 1.9532 -0.0248 -4.6788
C25 5.1334 -0.4488 1.0290
C26 3.8419 0.2007 0.8470
O9 3.1207 0.4078 1.8244
N9 3.5138 0.7548 -0.4989
H65 4.1398 0.3610 -1.1868
H66 2.5942 0.3802 -0.6839
C27 3.5156 2.3049 -0.5391
H67 5.2432 -0.6197 2.0999
H68 5.9120 0.2299 0.6809
H69 5.1672 -1.3905 0.4810
H70 2.5739 2.7049 -0.1633
H71 3.5893 2.6203 -1.5799
H72 4.3146 2.8123 0.0016
O10 2.8984 -2.7645 -1.5763
C28 3.3286 -4.0034 -1.4604
O11 4.5273 -4.2052 -1.3019
O12 2.5516 -4.9853 -1.5212
H73 3.7648 -2.3972 -1.7664
O13 6.5892 -0.6086 -3.9778
C29 5.4677 -0.1835 -3.2668
O14 5.0802 0.9947 -3.3505
O15 4.8587 -0.9128 -2.4759
H74 6.6633 -1.5474 -3.7914
O16 -3.4793 -3.1289 -3.5225
C30 -4.5972 -3.0817 -2.8283
O17 -4.7699 -2.0796 -2.1729
O18 -5.4579 -4.0242 -2.8336
H75 -3.2474 -2.2159 -3.3374
O19 -1.3441 1.5096 -4.0188
C31 -1.8795 0.3627 -4.5137
O20 -1.6190 -0.7215 -3.9984
O21 -2.4913 0.4389 -5.5970
H76 -0.8275 1.1150 -3.3124
O22 1.0424 -0.1816 -1.2993
C32 0.1038 0.4186 -0.5916
O23 -0.0127 1.6281 -0.6424
O24 -0.6028 -0.2787 0.1644
H77 0.8647 -1.0811 -1.0149
O25 -4.9202 3.0501 -2.3046
C33 -4.0504 4.0424 -2.2130
O26 -4.3057 5.1183 -2.6752
O27 -2.9149 3.8758 -1.7571
H78 -5.6420 3.4213 -2.8172

Cartesian forces (eV/Å) of the 6 atoms listed first:
C 0.4 1.1 0.3
C -0.9 -2.3 0.2
O 1.4 1.4 -2.2
N -1.9 0.7 1.1
H 2.1 -0.3 0.8
H -0.6 -0.2 -0.4

A 7-piece molecular cluster, C33H79BN9O3 overall in a non-equilibrium geometry, computed with ωB97M-V/def2-TZVPD.

As for the lowest unoccupied orbital energy: -9.6 eV. As for the net charge: +5. The gap between HOMO and LUMO comes out at 10.5 eV. The calculation puts the relative energy (zero: lowest compared OMol25 entry of this formula, charge and spin) at 0.0 kJ/mol.

CARTESIAN COORDINATES (ANGSTROEM)
B1 0.0552 -0.2955 -0.0601
H1 0.1889 0.8576 -0.3774
H2 1.1600 -0.7480 -0.1780
H3 -0.1828 -0.4112 1.1100
H4 -0.7746 -0.7463 -0.7974
C1 -5.5952 5.5964 -2.3409
C2 -4.1689 5.9298 -2.7556
N1 -3.6230 4.7960 -3.5351
C3 -3.4102 4.7648 -4.8932
C4 -2.7026 3.6507 -5.1731
N2 -2.5641 2.9622 -3.9861
C5 -3.0192 3.7419 -3.0012
C6 -1.6199 1.8659 -3.7648
H5 -6.1860 6.4677 -2.0639
H6 -5.5813 4.9229 -1.4818
H7 -6.1508 5.1109 -3.1431
H8 -3.4990 6.0687 -1.9091
H9 -4.0876 6.8312 -3.3582
H10 -3.6720 5.5906 -5.5337
H11 -2.2508 3.3685 -6.1078
H12 -2.8668 3.5216 -1.9561
H13 -1.2554 1.8435 -2.7381
H14 -0.7244 2.0340 -4.3628
H15 -2.0600 0.9074 -4.0274
C7 1.0313 -3.1691 -6.8486
C8 0.1472 -1.9743 -6.6236
N3 0.5810 -1.1478 -5.4723
C9 0.1570 -1.2275 -4.1692
C10 0.9127 -0.3529 -3.4560
N4 1.7653 0.2581 -4.3438
C11 1.5742 -0.2708 -5.5518
C12 2.7842 1.2808 -4.0215
H16 2.0841 -2.8535 -6.8318
H17 0.9204 -3.6598 -7.8124
H18 1.0377 -3.9340 -6.0696
H19 -0.8758 -2.2638 -6.3720
H20 0.0488 -1.3515 -7.5103
H21 -0.6005 -1.9379 -3.8900
H22 0.9549 -0.1419 -2.3946
H23 2.1328 0.0040 -6.4324
H24 2.7228 1.4981 -2.9655
H25 2.6110 2.1402 -4.6698
H26 3.7279 0.8967 -4.4064
C13 7.5510 -3.2037 4.3284
C14 7.0785 -1.8493 4.7818
N5 5.7838 -1.4456 4.1605
C15 5.4722 -0.2371 3.5728
C16 4.2009 -0.3135 3.1139
N6 3.7680 -1.5957 3.3808
C17 4.7556 -2.2568 3.9811
C18 2.4183 -2.1092 3.1937
H27 6.8803 -4.0218 4.5800
H28 8.5260 -3.3954 4.7801
H29 7.8082 -3.2465 3.2677
H30 7.8461 -1.1068 4.5812
H31 6.8393 -1.8147 5.8449
H32 6.1523 0.5873 3.7067
H33 3.5683 0.3531 2.5539
H34 4.7145 -3.2902 4.2816
H35 1.7359 -1.6313 3.8974
H36 2.4227 -3.1744 3.4060
H37 2.0733 -1.8481 2.1938
C19 -5.1333 -0.6670 2.6930
N7 -4.1312 0.2472 2.0461
C20 -4.8037 1.5905 2.0608
C21 -2.9417 0.2817 2.9395
C22 -3.8539 -0.3091 0.6663
C23 -3.5711 0.7532 -0.3860
O1 -2.4166 1.4989 -0.0304
H38 -5.2516 -0.4402 3.7483
H39 -4.8462 -1.7175 2.6089
H40 -6.0905 -0.6381 2.1743
H41 -4.0557 2.3157 1.7498
H42 -5.1711 1.8002 3.0617
H43 -5.6669 1.5925 1.4007
H44 -2.4647 -0.6934 3.0024
H45 -3.3067 0.6182 3.9057
H46 -2.1878 0.9580 2.5413
H47 -4.7237 -0.8994 0.3797
H48 -2.9922 -0.9709 0.7505
H49 -4.4287 1.4199 -0.4685
H50 -3.4536 0.2954 -1.3725
H51 -1.6250 0.9178 -0.0545
C24 0.2261 4.5683 3.7677
N8 1.5226 3.8635 3.9694
C25 2.4959 4.8458 4.5850
C26 1.4309 2.7383 4.9428
C27 2.1654 3.4815 2.6485
C28 1.3783 2.5531 1.7379
O2 1.1777 1.2954 2.3783
H52 -0.4544 3.8133 3.3701
H53 0.3854 5.3705 3.0559
H54 -0.2070 4.8611 4.7202
H55 3.4697 4.3897 4.7336
H56 2.1190 5.1284 5.5678
H57 2.5264 5.7566 3.9923
H58 1.0958 3.1451 5.8981
H59 2.3989 2.2820 5.1174
H60 0.6460 2.0677 4.6098
H61 3.1073 3.0009 2.9052
H62 2.3154 4.4334 2.1425
H63 1.9107 2.4023 0.7971
H64 0.3935 2.9732 1.5052
H65 0.8140 0.6535 1.7214
C29 0.7018 -3.9404 -0.9065
N9 -0.5170 -4.6436 -0.3750
C30 -0.1072 -5.2385 0.9427
C31 -1.5860 -3.6482 -0.0322
C32 -1.0879 -5.7327 -1.2604
C33 -0.0845 -6.6691 -1.9013
O3 0.5964 -5.9684 -2.9405
H66 0.9256 -3.0027 -0.4060
H67 0.5829 -3.7899 -1.9754
H68 1.5122 -4.6541 -0.7804
H69 -0.9887 -5.4852 1.5370
H70 0.4586 -4.5010 1.5048
H71 0.4121 -6.1823 0.8047
H72 -1.7573 -2.9702 -0.8652
H73 -1.2145 -3.0915 0.8239
H74 -2.5088 -4.1774 0.1946
H75 -1.6589 -5.2186 -2.0303
H76 -1.6605 -6.3898 -0.6051
H77 -0.5656 -7.5771 -2.2704
H78 0.6577 -7.0310 -1.1782
H79 1.3661 -6.4902 -3.1941

Cartesian forces (eV/Å) of the 6 atoms listed first:
B 0.7 0.2 -0.1
H -0.1 0.6 0.1
H 0.3 -0.5 -0.4
H -0.7 -0.2 0.4
H -0.3 -0.5 -0.1
C -0.2 0.0 0.2

| no. | molecular weight (g mol⁻¹) |
| --- | --- |
| 1 | 1033.0 |
| 2 | 660.9 |